Record 1
A molecular structure, C13H10Cl3F9MoN5O7S2Si in a non-equilibrium geometry, computed with the ωB97M-V functional and the def2-TZVPD basis.

⟨S²⟩: 2.0181
HOMO-LUMO gap (alpha / beta), eV: 6.86 / 7.80
Multiplicity: 3
HOMO energy (alpha / beta), eV: -5.90 / -6.92
Total charge: -1
Calculated total energy, eV: -128863.1453
LUMO energy (alpha / beta), eV: 0.95 / 0.88
Molar mass, g mol⁻¹: 813.75

Geometry as XYZ:
```
51
Properties=species:S:1:pos:R:3:forces:R:3
Mo 1.015 0.218 0.405 -0.4 0.0 -1.7
N 1.194 1.016 -1.695 -0.5 -0.2 -0.1
C 2.541 0.939 -2.246 0.7 -0.2 -0.1
C 3.116 -0.383 -1.746 0.0 0.7 -0.3
O 3.991 -0.988 -2.340 0.1 0.0 -0.1
N 2.502 -0.775 -0.617 0.2 -0.1 0.3
C 2.799 -2.121 -0.205 -0.1 -0.6 0.3
C 1.577 -2.642 0.561 1.8 -1.5 -0.7
O 1.418 -3.811 0.823 -0.1 0.2 0.0
O 0.774 -1.694 0.892 -1.5 0.8 0.8
H 0.721 1.868 -1.999 0.0 -0.1 0.5
H 0.663 0.225 -2.076 0.0 0.2 -0.1
H 2.557 0.942 -3.342 -0.1 0.0 0.2
H 3.150 1.773 -1.883 -0.2 -0.1 0.0
H 3.000 -2.760 -1.072 0.0 0.1 0.2
H 3.677 -2.167 0.453 -0.1 -0.1 -0.1
F -2.047 -1.177 -5.086 -0.2 -0.2 0.1
C -0.918 -1.264 -4.389 0.0 0.2 0.2
F -0.039 -1.945 -5.121 0.0 -0.3 0.4
F -0.434 -0.018 -4.251 0.1 0.2 0.0
S -1.188 -1.939 -2.640 0.5 0.3 -1.4
O 0.016 -1.539 -1.962 0.1 -0.3 0.0
O -1.461 -3.324 -2.786 -0.3 -0.2 0.0
N -2.448 -1.075 -2.269 -0.2 -0.3 0.4
S -2.484 -0.094 -1.057 -0.7 1.1 -0.7
O -3.437 -0.408 -0.048 -0.3 -0.2 0.1
O -1.194 0.367 -0.613 0.5 0.0 0.3
C -3.086 1.472 -1.921 0.3 0.0 -0.2
F -2.048 1.914 -2.641 0.1 0.1 -0.1
F -4.110 1.318 -2.755 -0.1 -0.4 0.2
F -3.414 2.427 -1.053 0.1 -0.3 0.3
Cl 3.189 -1.521 3.145 -0.1 -0.1 0.0
Si 2.646 0.290 2.285 0.4 0.2 0.2
Cl 2.092 1.356 3.980 -0.2 0.1 0.2
Cl 4.473 1.100 1.784 0.2 0.2 -0.2
N -4.097 0.033 6.094 0.0 0.0 0.0
C -3.355 0.118 5.221 -0.8 0.0 0.9
C -2.454 0.205 4.145 1.4 0.0 -1.7
C -1.829 1.405 3.781 -0.5 -0.5 0.4
C -0.943 1.416 2.727 0.3 0.0 -0.2
N -0.600 0.331 2.005 -0.8 0.0 1.1
C -1.257 -0.803 2.325 0.2 -0.2 -0.4
C -2.149 -0.918 3.363 -0.4 0.5 0.6
H -2.024 2.315 4.327 0.0 0.1 0.0
H -0.476 2.352 2.478 0.2 -0.1 -0.1
H -1.037 -1.681 1.732 0.1 0.2 0.1
H -2.604 -1.873 3.570 0.0 -0.1 0.0
F -0.172 2.922 -0.002 -0.3 -0.1 0.0
C 1.031 2.426 0.459 0.3 1.3 0.3
F 1.223 3.118 1.624 0.0 -0.1 0.3
F 1.942 3.053 -0.365 0.2 -0.2 -0.1
```
Positions in Å, forces in eV/Å.



Record 2
A molecular structure, C13H10I2N3O2PtS in a non-equilibrium geometry, computed with the ωB97M-V functional and the def2-TZVPD basis.

HOMO-LUMO gap, eV: 5.95
HOMO energy, eV: -3.78
Total charge: -1
Calculated total energy, eV: -52493.8245
LUMO energy, eV: 2.17
Molar mass, g mol⁻¹: 721.20

Geometry as XYZ:
```
32
Properties=species:S:1:pos:R:3:forces:R:3
Pt 1.024 -0.101 0.424 -1.2 -1.1 -2.5
I 0.228 -4.655 -2.633 0.1 -0.1 0.0
C -0.994 -3.047 -2.167 -0.3 0.1 -0.1
C -2.288 -2.992 -2.702 0.4 0.0 0.2
C -3.127 -1.939 -2.448 0.1 0.2 0.1
I -5.030 -1.963 -3.292 -0.2 0.0 -0.1
C -2.705 -0.876 -1.605 0.0 -0.1 0.0
C -3.496 0.246 -1.260 -0.1 -0.1 -0.1
C -3.031 1.175 -0.381 0.2 0.0 0.2
C -1.744 1.019 0.166 -0.5 0.3 0.1
N -0.973 0.019 -0.176 1.3 -0.2 -0.2
C -1.409 -0.940 -1.046 0.2 -0.5 0.1
C -0.464 -2.044 -1.332 -0.4 0.6 0.0
O 0.706 -2.025 -0.867 -0.2 -0.3 0.7
H -2.630 -3.808 -3.325 0.0 0.0 0.0
H -4.484 0.346 -1.691 0.0 0.0 0.0
H -3.636 2.023 -0.090 0.0 0.0 0.0
H -1.340 1.714 0.890 -0.1 0.0 -0.1
N 4.784 1.095 1.556 -0.2 -0.2 -0.3
C 3.520 0.968 1.101 0.1 0.1 0.3
O 3.140 -0.073 0.551 0.5 -0.2 0.2
C 2.556 2.092 1.267 0.2 0.5 -0.2
C 1.411 1.816 0.296 -0.2 1.0 0.4
H 5.376 0.282 1.557 0.0 0.0 0.0
H 5.056 1.903 2.082 0.0 0.0 0.0
H 3.055 3.058 1.113 0.0 0.0 0.0
H 2.200 2.056 2.298 0.0 -0.1 0.0
H 1.721 1.976 -0.740 0.1 0.2 0.0
H 0.555 2.464 0.505 0.1 0.1 0.0
S 0.067 0.189 5.355 0.3 0.0 -0.6
C 0.747 0.056 3.833 -0.5 0.0 0.8
N 1.206 -0.033 2.764 0.3 -0.3 1.0
```
Positions in Å, forces in eV/Å.